A cluster of 14 separate species, C7H40O13 in total in a non-equilibrium geometry, computed with wB97M-V/def2-TZVPD.

CARTESIAN COORDINATES (ANGSTROEM)
H: -2.31 -0.70 -0.75
H: -2.44 0.42 0.32
H: 2.09 1.75 3.52
H: -1.48 3.81 -2.29
H: -1.40 4.02 2.14
H: -1.11 -3.84 0.86
H: -1.86 -0.19 3.82
H: 1.34 -4.00 0.95
H: 3.44 0.32 0.28
C: -0.81 3.38 -1.36
H: -2.67 -3.06 1.53
H: 1.19 1.27 4.86
O: 0.95 -2.83 -2.49
O: -0.38 -4.47 0.97
O: 3.20 -2.74 -1.07
H: 0.68 -3.66 -2.85
H: 2.46 -4.16 2.14
H: -2.37 2.06 2.79
H: -0.75 2.36 -1.39
H: -0.19 -0.10 3.07
O: 1.69 1.03 4.03
H: -2.40 -0.05 -3.23
C: -1.51 1.51 2.38
C: 0.37 1.49 0.68
H: 2.80 -2.83 -0.27
H: 0.20 0.53 0.26
O: -4.97 0.35 -1.25
C: -0.92 3.59 1.25
H: 2.35 -2.00 1.30
O: 0.37 -0.18 -3.67
H: -0.51 -5.14 0.48
H: 0.33 3.77 -1.58
H: -4.30 0.16 -0.59
H: 4.91 0.70 0.52
O: 2.71 -1.19 1.12
O: -2.70 -3.16 0.54
H: -2.21 1.47 -3.14
H: -4.20 0.58 -1.84
H: 3.10 0.68 -3.52
O: -2.71 -0.44 0.01
C: -1.47 4.07 -0.10
H: -2.82 -2.20 0.25
H: -2.55 3.88 -0.24
H: 2.51 -0.73 1.88
H: 0.59 -0.68 -4.46
H: -1.13 5.06 -0.06
H: 0.74 -0.70 -3.04
O: 4.03 1.07 0.49
H: -1.45 -0.64 2.13
H: 2.94 -0.92 -3.72
C: -1.23 0.16 2.83
H: 4.04 -2.28 -1.10
C: -0.76 2.11 1.36
O: 3.05 -0.12 -4.14
H: 0.98 2.13 0.18
H: 0.19 3.88 1.25
H: 0.93 1.09 1.63
O: -2.59 0.72 -2.74
H: 1.81 -2.75 -2.24
O: 2.19 -3.65 1.33

For the highest occupied orbital energy, the calculation gives -0.3154 Eh. The energy above the lowest of the compared OMol25 structures with the same formula, charge and spin comes out at 3.691 eV. The value obtained for the lowest unoccupied orbital energy is 0.146 eV.

***

A cluster of 13 separate species, C7H41NO12 in total in a non-equilibrium geometry, computed with wB97M-V/def2-TZVPD.

CARTESIAN COORDINATES (ANGSTROEM)
O: 2.43 0.68 4.62
O: -0.59 -4.07 -2.57
C: -0.12 0.21 -3.45
N: 1.27 -0.37 -0.20
H: 0.83 3.75 3.01
C: 1.09 -2.79 0.15
H: 2.92 1.03 3.86
H: 2.08 2.10 1.70
C: 0.11 0.14 -0.89
H: 3.64 -1.24 -3.38
H: 1.37 1.12 -2.27
C: 0.41 0.92 -4.69
H: -2.00 0.66 -2.54
C: -1.67 0.08 -3.39
H: 0.89 0.49 3.11
H: 1.40 -3.82 -0.01
O: 3.31 -0.33 -3.33
H: 0.88 1.90 -4.55
O: 2.72 2.06 0.95
H: -0.15 -3.71 -3.35
H: -2.01 3.31 -0.83
H: -2.16 0.25 -4.34
O: -3.44 -1.84 3.80
H: 2.78 -0.27 -2.53
H: -1.07 0.60 3.76
C: 0.29 0.99 -2.17
H: -3.74 -3.86 2.96
O: -1.78 0.63 4.42
H: 0.00 -2.79 0.19
H: 2.04 0.28 -0.12
O: -3.34 3.17 2.53
H: -0.34 1.10 -5.46
H: 1.07 -1.63 -4.41
H: -0.66 -0.61 -1.02
H: -4.14 2.76 2.87
H: -2.60 -3.80 1.86
O: -1.92 4.21 -1.17
O: 0.57 0.96 2.33
H: 1.91 3.61 4.20
H: 0.55 0.29 1.62
H: -0.27 1.92 -2.12
H: 2.64 2.95 0.58
H: 0.35 -2.08 -5.67
H: 1.22 0.33 -5.12
H: -1.09 4.19 -1.65
H: -2.57 -1.96 3.40
O: -2.97 -4.30 2.58
H: -0.18 -3.57 -1.85
O: 1.45 3.18 3.47
O: 0.90 -2.42 -4.95
H: -0.41 0.81 -0.18
H: 3.02 -0.02 4.94
H: 1.42 -2.66 1.18
H: 1.51 -1.87 -1.72
H: -2.06 1.54 4.52
H: -1.98 -0.93 -3.10
H: -3.33 -0.96 4.18
H: 0.36 -0.79 -3.37
C: 1.74 -1.69 -0.67
H: 2.80 -1.72 -0.44
H: -2.79 2.37 2.56

For the highest occupied orbital energy, the calculation gives -0.3504 Eh. The energy above the lowest of the compared OMol25 structures with the same formula, charge and spin comes out at 3.997 eV. The value obtained for the lowest unoccupied orbital energy is -0.087 eV.

***

A cluster of 14 separate species, C7H41NO13 in total in a non-equilibrium geometry, computed with wB97M-V/def2-TZVPD.

CARTESIAN COORDINATES (ANGSTROEM)
O: -3.21 -4.59 -0.92
H: 1.39 -3.74 0.94
C: 0.65 -1.11 4.42
H: -0.19 3.20 0.89
O: -3.19 2.75 -0.45
H: -3.01 3.24 -3.64
H: 0.67 4.53 -2.60
H: 1.51 -0.70 4.95
O: -2.55 3.66 -2.86
H: -4.24 -0.58 -0.85
H: -2.61 -1.22 -3.23
H: -1.64 -2.09 1.03
H: -3.69 -3.75 -1.15
N: 2.26 -3.33 0.55
O: -4.31 0.32 -0.62
O: -3.23 -1.88 -3.09
H: 1.08 -1.45 -4.79
O: -1.15 -2.57 0.44
H: 4.25 -0.45 2.32
O: 0.42 3.67 -2.83
H: 1.88 -3.02 -0.33
H: -1.40 0.35 -2.79
O: 0.31 2.54 1.48
H: 0.24 -1.90 2.47
H: 3.75 0.80 0.79
C: 2.87 1.25 1.23
H: -0.53 3.69 -3.19
H: 0.01 0.98 -1.10
H: -2.88 3.32 -1.91
O: -1.70 0.82 -3.69
H: -3.92 3.05 0.05
H: -3.82 0.64 0.21
H: -0.37 2.35 2.18
C: 1.05 -1.99 3.16
H: 0.04 -0.19 4.18
O: -1.11 0.09 1.15
H: 3.56 -1.66 0.84
H: -3.40 2.03 -0.91
C: 2.73 -2.17 1.35
H: -0.43 0.04 0.41
H: 1.01 -2.98 3.59
C: 2.71 0.82 2.72
H: 1.62 0.93 2.87
C: 3.32 -0.51 2.91
O: -0.02 0.07 -1.18
H: -0.78 1.06 -4.08
H: 1.70 2.06 -1.50
H: 1.42 1.35 -2.87
H: 2.87 2.37 1.13
H: -2.33 -4.19 -0.75
O: 1.40 -0.94 -4.09
H: 3.14 1.49 3.43
H: 3.85 -0.69 3.91
C: 2.38 -1.63 2.54
H: -0.49 0.34 1.83
H: 0.94 -0.26 -1.52
H: 2.06 -1.36 -3.52
H: -4.08 -1.62 -3.37
H: -0.64 -1.83 0.16
H: 2.12 0.88 0.65
H: -0.04 -1.51 5.12
O: 1.77 1.18 -2.05

As for the spin multiplicity: 2. The total charge is -1. For the highest occupied orbital energy (spin up / spin down), the calculation gives 0.0053 / -0.2200 Eh. The energy above the lowest of the compared OMol25 structures with the same formula, charge and spin comes out at 0.107 eV. The value obtained for the lowest unoccupied orbital energy (spin up / spin down) is 2.555 / 2.425 eV.

***

The molecule C7H4Br2ClFO2S in a non-equilibrium geometry, computed with wB97M-V/def2-TZVPD.

CARTESIAN COORDINATES (ANGSTROEM)
Cl: -0.92 4.32 -0.07
O: -0.05 -2.29 -1.59
H: 0.92 0.31 -2.00
H: -1.87 -0.28 1.27
C: -1.39 1.84 0.75
C: 1.71 -2.50 0.60
C: 0.36 0.73 -1.13
H: 0.99 2.68 -1.56
O: -1.18 -2.37 0.64
C: -0.40 -0.05 -0.27
H: -2.21 2.15 1.27
Br: 1.98 -1.16 1.98
S: -0.18 -1.85 -0.22
F: 2.65 -2.42 -0.36
C: -1.28 0.43 0.68
Br: 1.25 -4.31 0.98
C: -0.68 2.63 -0.07
C: 0.29 2.13 -0.90

As for the SMILES: O=S(=O)(c1ccc(Cl)cc1)C(F)(Br)Br. For the highest occupied orbital energy, the calculation gives -0.3635 Eh. The energy above the lowest of the compared OMol25 structures with the same formula, charge and spin comes out at 1.443 eV. The value obtained for the lowest unoccupied orbital energy is -0.558 eV.

***

A structure of composition C7H4CaNO5 in a non-equilibrium geometry, computed with wB97M-V/def2-TZVPD.

CARTESIAN COORDINATES (ANGSTROEM)
C: -2.41 1.64 0.96
C: -1.46 -0.68 1.58
C: 3.55 -1.96 -1.80
O: -0.99 1.11 2.78
C: 2.15 -2.22 -1.82
Ca: -0.95 -1.19 -0.98
O: -1.55 -1.66 2.28
H: 4.05 -2.76 -2.36
O: -3.35 1.41 -1.28
C: -0.32 3.60 1.69
C: -1.62 0.71 1.76
H: 0.58 -1.59 -0.48
H: 3.86 -1.93 -0.73
N: 1.00 -2.49 -1.91
H: 3.69 -0.97 -2.29
O: -0.49 4.71 1.50
O: -2.33 2.89 1.19
C: -3.43 1.37 -0.08

The total charge is +1. For the highest occupied orbital energy (spin up / spin down), the calculation gives -0.4197 / -0.4309 Eh. The energy above the lowest of the compared OMol25 structures with the same formula, charge and spin comes out at 7.870 eV. The value obtained for the lowest unoccupied orbital energy (spin up / spin down) is -6.381 / -6.220 eV.

***

A cluster of 2 separate species, C7H4FO2S in total in a non-equilibrium geometry, computed with wB97M-V/def2-TZVPD.

CARTESIAN COORDINATES (ANGSTROEM)
H: -0.74 1.84 0.33
O: 2.48 -1.39 0.34
C: -0.82 -0.07 -0.95
C: -1.31 -1.28 -0.78
S: -2.22 -1.43 0.64
H: 0.11 -0.55 -2.63
C: 1.94 1.11 0.36
H: -1.10 -2.11 -1.42
C: -1.15 0.82 0.19
C: 2.13 -0.26 0.57
H: -1.99 0.50 2.14
F: 3.14 1.96 0.61
O: 1.48 0.29 1.61
C: -0.23 0.40 -2.20
C: -1.72 0.17 1.20

The total charge is -1. For the highest occupied orbital energy (spin up / spin down), the calculation gives -0.1260 / -0.1260 Eh. The value obtained for the lowest unoccupied orbital energy (spin up / spin down) is 2.682 / 2.682 eV.